[1]
Density functional theory data (wB97M-V/def2-TZVPD) for the molecule C4H4N4O3 in a non-equilibrium geometry.

For the frontier orbital gap, the calculation gives 10.06 eV. Its LUMO energy is -0.0170 Eh. The value obtained for the relative energy (zero: lowest compared OMol25 entry of this formula, charge and spin) is 74.31 kcal per mole. The structure (SMILES) is [H]/N=C(\O)c1[nH]ncc1[N+](=O)[O-].

Geometry (Å):
1 H -1.43615 -2.14883 -0.72450
2 N 1.87550 0.82491 0.31985
3 N 0.57638 -2.45365 -0.41638
4 O 1.50026 1.96597 0.06201
5 O 2.94454 0.55074 0.85312
6 C -0.27152 -0.37135 -0.16237
7 C 1.11445 -0.29443 0.04063
8 N -0.55265 -1.70932 -0.36117
9 H -2.60582 1.63559 1.01258
10 H -2.07914 2.46188 -0.68726
11 O -2.08127 0.82934 1.04300
12 N -1.54428 1.65761 -1.01096
13 C 1.54187 -1.64030 -0.07218
14 H 2.45870 -2.05699 0.23574
15 C -1.44088 0.74884 -0.13211

***

[2]
Density functional theory data (wB97M-V/def2-TZVPD) for the molecule C5H14N2S in a non-equilibrium geometry.

For the frontier orbital gap, the calculation gives 9.71 eV. Its LUMO energy is 0.0322 Eh. The value obtained for the relative energy (zero: lowest compared OMol25 entry of this formula, charge and spin) is 52.39 kcal per mole. The structure (SMILES) is CCNC[C@@H](N)CS.

Geometry (Å):
1 H -1.13064 1.63589 -2.96413
2 H -0.73604 0.10847 0.18784
3 C 0.28173 0.23751 0.61507
4 N 0.75927 -1.00453 -1.55750
5 C -0.67086 -1.26262 2.38486
6 C 1.03110 0.17905 -0.75587
7 H 2.18190 0.26324 -0.45488
8 H 0.01655 -3.06803 1.70933
9 S -1.00910 2.10666 -1.69244
10 H 0.32770 1.11880 1.16033
11 C 0.78320 1.61888 -1.39876
12 H 0.20065 -3.15157 3.53940
13 N 0.40746 -0.98881 1.37909
14 H -0.14158 -1.12330 -1.78853
15 H -1.53216 -0.77726 2.12285
16 C -0.46006 -2.79087 2.63620
17 H 0.91323 -1.60164 -0.80821
18 H -1.29993 -3.46003 2.57436
19 H 1.33429 -1.12340 1.69415
20 H 1.37209 1.90280 -2.20708
21 H -0.29351 -0.84367 3.39194
22 H 0.97524 2.47473 -0.71845

***

[3]
Density functional theory data (wB97M-V/def2-TZVPD) for C5H8O as an isolated structure in a non-equilibrium geometry.

For the frontier orbital gap, the calculation gives 9.29 eV. Its LUMO energy is 0.0388 Eh. The value obtained for the relative energy (zero: lowest compared OMol25 entry of this formula, charge and spin) is 114.15 kcal per mole.

Geometry (Å):
1 C 1.51833 -0.01332 -0.09490
2 H -0.92297 -0.17735 1.94905
3 H -0.15889 2.01076 0.12761
4 C -0.70835 1.07866 -0.00843
5 H -1.94029 -1.06845 -0.34544
6 O 0.93999 -0.25292 1.13622
7 C -0.46498 -0.10473 0.96173
8 H -1.78235 1.29630 -0.09716
9 H 2.24039 -0.80085 -0.38198
10 H -0.42596 -2.02938 -0.27662
11 H 0.78770 0.02637 -1.47610
12 C -0.84711 -1.02500 -0.22720
13 H 1.99698 0.97746 -0.19196
14 C -0.23247 0.08246 -1.07482

***

[4]
Density functional theory data (wB97M-V/def2-TZVPD) for C39H41FKN14O3S as an isolated structure.

For the frontier orbital gap, the calculation gives 5.99 eV. Its LUMO energy is -0.1140 Eh. The net charge is +1. The value obtained for the relative energy (zero: lowest compared OMol25 entry of this formula, charge and spin) is 19.55 kcal per mole.

Geometry (Å):
1 C -3.09944 -1.27890 0.49335
2 N 0.54304 -1.66298 3.14255
3 C 2.79374 8.48921 -0.99652
4 N 2.10016 1.00001 0.53894
5 C 1.28088 7.26220 0.48744
6 C 1.89282 5.23606 0.19720
7 C 7.41300 -1.10526 1.44263
8 H -2.45950 -1.30072 1.36343
9 C -2.53237 -1.47370 -0.76822
10 H 6.25070 -5.77865 0.20398
11 C 3.28177 -4.75073 0.61058
12 H -0.12581 -1.90928 3.85112
13 H -4.50985 -2.18714 -4.21110
14 C 4.01050 -1.59740 2.98115
15 H -7.06549 -2.59792 -1.43704
16 H 8.43794 -0.94128 1.74751
17 H 3.60386 8.51107 -1.71217
18 C -3.35403 -1.47747 -1.90922
19 H 4.80476 -5.66502 -1.67727
20 H -9.71360 -1.72499 -1.33647
21 O 1.49240 -0.76420 -2.31402
22 H -7.22175 -0.61835 1.65370
23 C 2.16805 9.64740 -0.58216
24 K 2.19222 -1.71077 -0.10296
25 N 1.03428 5.95760 0.86585
26 H 2.49629 10.59706 -0.98312
27 C -7.58058 -1.88870 -0.79452
28 C -7.22190 -0.06259 0.70986
29 H -9.72265 0.60116 -1.42627
30 N 2.09404 -1.77974 4.82018
31 H 3.48462 1.02979 -0.97720
32 H 0.53102 3.65983 1.86741
33 C -3.57649 -1.64423 -4.37136
34 S 1.80767 -4.76350 1.38135
35 N 4.40080 -1.68795 4.24546
36 C 1.19861 3.10627 1.22495
37 H 5.29581 -3.96086 -1.71583
38 C 5.10927 -1.46493 1.96546
39 C -8.75577 -1.25655 -1.55593
40 C -0.57141 -1.81452 -2.20286
41 C -1.08134 -1.67001 -0.86113
42 H 4.53668 -5.25121 2.12772
43 H 2.99263 -1.89435 7.11423
44 H 0.70016 1.17413 2.02212
45 H -4.38197 -0.23538 -5.79211
46 O 1.47660 -3.00042 -2.44176
47 C 3.38866 -1.78776 5.12625
48 H -8.93831 1.31354 0.66817
49 H -8.07092 0.68296 -1.55321
50 H -4.36536 0.36955 -4.13089
51 H -3.02645 -2.21490 -5.11936
52 C 4.83306 -4.73316 -1.10294
53 C 6.41978 -1.26903 2.39419
54 H -2.86854 0.28042 -5.04582
55 C 2.32940 7.30117 -0.44483
56 C -4.73200 -1.23723 -1.75138
57 H 2.71872 -4.18789 -1.30195
58 H -7.94241 -2.44424 0.08094
59 C 0.66217 8.44487 0.89271
60 N 3.49697 -4.35650 -0.66895
61 H 6.63103 -1.23880 3.45209
62 N -6.68416 -0.81368 -0.40867
63 C 5.74128 -1.36826 -0.22863
64 C 5.56388 -4.93288 0.23446
65 N 4.45085 -5.18612 1.12884
66 C 1.11816 9.62627 0.34815
67 H 7.81140 -1.01679 -0.67685
68 H -0.14310 8.42359 1.61301
69 C 2.85066 1.64119 -0.34617
70 C -4.44486 -1.08998 0.61819
71 C 7.07124 -1.14644 0.10036
72 H -6.62386 0.83751 0.85142
73 C 0.94428 -1.87674 -2.39450
74 C -8.67891 0.29963 0.37015
75 C -5.28569 -1.04854 -0.49993
76 C 1.29513 1.72821 1.30449
77 C 1.98931 3.77750 0.29550
78 F -4.98619 -0.95396 1.85354
79 H -1.06827 -1.95435 -4.25619
80 H 0.66298 10.56210 0.64261
81 H -8.59856 -1.23999 -2.63352
82 H -9.39681 -0.39098 0.80999
83 H -5.37810 -1.15886 -2.61287
84 O -0.37204 -1.70867 0.14832
85 C -3.81571 -0.22457 -4.86119
86 H 5.43045 -1.42069 -1.26711
87 N 2.76384 -1.61325 2.55225
88 C 1.83327 -1.69534 3.51574
89 N 4.78554 -1.52376 0.67598
90 C 2.83712 3.01878 -0.50588
91 H 3.47435 3.46050 -1.25921
92 C -1.42836 -1.82872 -3.24340
93 N -2.79146 -1.69314 -3.14207
94 H 6.11666 -4.03944 0.53438
95 H 4.67832 -1.81577 6.69008
96 H 3.44040 5.64458 -1.20512
97 N 3.71854 -1.93253 6.42264
98 N -8.84767 0.18194 -1.11403
99 H 0.27628 -1.78934 2.17703
100 N 2.70370 5.98594 -0.61567

***

[5]
Density functional theory data (wB97M-V/def2-TZVPD) for C46H39Br4ClFeIN3O9P2S2 as an isolated structure in a non-equilibrium geometry.

For the frontier orbital gap (spin up / spin down), the calculation gives 6.08 / 6.11 eV. Its spin multiplicity is 5. Its LUMO energy (spin up / spin down) is 0.1364 / 0.1364 Eh. The net charge is -2. The value obtained for the relative energy (zero: lowest compared OMol25 entry of this formula, charge and spin) is 0.00 kcal per mole.

Geometry (Å):
1 H 0.77817 3.99174 -0.20355
2 H 3.94356 -0.79061 -4.74904
3 S 0.99237 -1.15769 -1.42150
4 P -0.46521 0.41585 2.24461
5 H -5.07408 1.99345 2.40077
6 H -2.51580 3.60498 5.43754
7 H -3.58826 -0.62915 -0.94590
8 C 3.21643 -2.33337 1.44320
9 C 2.32867 -2.11177 -4.33759
10 C -3.45569 -1.67567 -0.67992
11 C -3.91834 2.84498 4.00175
12 P 2.96192 -0.81847 -1.35177
13 C 1.96483 0.56026 3.66802
14 C 2.59398 3.02037 2.52959
15 C -3.09688 -4.36022 -0.04740
16 C -2.58101 -3.85817 -1.23096
17 H 2.64430 5.56192 0.23518
18 O -0.69481 1.26477 -5.46577
19 H -0.61811 -4.53819 5.00420
20 Cl -2.80551 -4.09474 -4.35072
21 C 2.64953 3.18230 -2.70497
22 H -1.02814 -0.27646 5.07765
23 C -2.38467 4.26929 1.10942
24 C -0.84929 -2.41231 5.19288
25 O -0.59872 0.16252 0.78623
26 H 4.92487 -3.02307 -4.77603
27 C -1.76833 1.45147 2.93227
28 Fe -0.57330 1.17010 -1.25927
29 H -3.13758 0.78727 1.42425
30 O -0.81077 2.76434 0.15025
31 H 4.37436 2.93919 3.72600
32 H 1.55637 -1.34824 -4.43261
33 I 2.57382 2.09052 -4.48987
34 C -4.73019 3.82208 0.79967
35 C 2.69988 4.87944 -0.60416
36 C -4.38086 2.75240 -0.05128
37 H 1.73871 -0.41072 4.09076
38 C -0.88787 0.91027 -4.28090
39 C -2.17324 -2.54966 -3.98917
40 C -2.66135 2.95663 4.58198
41 Br -5.69121 1.62780 -0.84127
42 H 2.84977 3.96698 2.06828
43 C -2.77886 -2.52178 -1.54931
44 H 4.64088 5.50881 -1.29835
45 H -4.75286 3.40463 4.40723
46 H 3.82684 0.74187 4.71671
47 C -3.79774 -3.53375 0.81965
48 H -0.59754 2.35894 4.49026
49 C -1.45265 -0.47318 -4.02821
50 H -0.22560 -4.45649 2.56462
51 C -3.02592 1.36535 2.33587
52 C 1.09595 1.15132 2.75516
53 C 3.14411 1.20587 4.01521
54 N -1.84701 -0.70574 -2.79673
55 C -0.59619 -1.14545 3.15732
56 H -0.81770 -0.13867 -6.62121
57 O 3.70983 -2.22009 -0.97362
58 H -2.94273 -5.40442 0.19543
59 H -2.01151 -4.50159 -1.88264
60 C 4.76165 -2.52691 -3.81490
61 H 2.43811 -2.61876 -5.30029
62 O -1.52814 -3.12389 -6.69601
63 H 1.42736 -3.62955 -0.23710
64 C 3.45409 2.43621 3.45123
65 C -2.02155 3.17901 0.32387
66 O -0.89478 -1.06206 -7.10291
67 O -0.61943 1.63589 -3.29960
68 C -1.34723 -1.98795 -6.30284
69 H 4.48981 -3.27068 -3.06628
70 C -0.83952 -1.19427 4.53083
71 H 2.29465 -1.75354 1.36359
72 N -2.29518 -1.97209 -2.77148
73 N 1.62630 3.13546 -1.86620
74 C -3.05612 2.41374 -0.32367
75 H 3.11375 -3.04793 2.26601
76 C 2.40333 -4.10981 -0.16884
77 C 3.65958 -1.48840 -3.95936
78 H 1.99937 -2.83069 -3.58785
79 H -4.49506 -1.54468 1.18315
80 C 3.79059 4.85557 -1.45583
81 C -1.65084 -1.63115 -4.86686
82 C -3.96262 -2.19385 0.50029
83 O 3.62066 -0.64165 -2.80036
84 Br -4.15258 6.05680 2.50176
85 H 2.60896 -4.59469 -1.12697
86 H 2.38316 -4.87328 0.61556
87 Br -6.55603 4.15580 1.19739
88 C -1.58463 2.25871 4.05142
89 C 1.41489 2.38280 2.17965
90 S 3.59997 0.67336 -0.25815
91 H -1.03505 -2.44820 6.26007
92 C -0.38285 -2.32144 2.44886
93 C -0.39342 -3.54199 3.11707
94 C 3.48340 -3.08443 0.14693
95 C -3.73284 4.59615 1.36595
96 H 0.72988 2.82239 1.45658
97 Br -0.94760 5.25570 1.87175
98 C 3.76239 3.99917 -2.53826
99 H 5.69069 -2.04656 -3.50131
100 C -4.10187 2.05280 2.87533
101 H -4.19431 -3.92514 1.74827
102 H 4.56956 3.96464 -3.25461
103 O -2.67424 1.44763 -1.08067
104 C 1.65179 4.00562 -0.84241
105 H 4.02271 -1.63326 1.66177
106 H -0.21775 -2.26355 1.37544
107 C -0.61755 -3.58627 4.48482
108 H 4.43092 -3.61881 0.24696

***

[6]
Density functional theory data (wB97M-V/def2-TZVPD) for C4H7NO as an isolated structure.

For the frontier orbital gap, the calculation gives 9.55 eV. Its LUMO energy is 0.0355 Eh. The value obtained for the relative energy (zero: lowest compared OMol25 entry of this formula, charge and spin) is 109.75 kcal per mole.

Geometry (Å):
1 C -0.79193 -0.58711 -0.37802
2 H 2.49196 -0.53812 0.23417
3 C -0.00209 1.22769 -0.29618
4 H 1.40301 -0.35657 1.63893
5 H 1.35004 -1.83770 0.64945
6 H 0.46215 1.81571 -1.09278
7 C 1.49150 -0.75440 0.61893
8 N 0.49152 -0.18882 -0.26108
9 H 0.13967 1.70727 0.67905
10 H -2.14743 -0.49881 0.18183
11 C -1.42179 0.67170 -0.55800
12 H -1.98642 0.93127 -1.44843
13 O -1.48018 -1.59211 0.03215

***

[7]
Density functional theory data (wB97M-V/def2-TZVPD) for C5H9MgO3Sn as an isolated structure in a non-equilibrium geometry.

For the frontier orbital gap (spin up / spin down), the calculation gives 5.28 / 5.86 eV. Its spin multiplicity is 2. Its LUMO energy (spin up / spin down) is -0.0042 / -0.0028 Eh.

Geometry (Å):
1 O -1.87972 0.38906 1.21648
2 O 1.54527 -1.02917 -0.97007
3 O -0.12771 0.77741 -0.07255
4 C -1.44547 1.13078 0.25668
5 H 2.68607 -2.07119 -2.34638
6 H 2.03401 0.26593 -2.51795
7 H 0.46737 2.05334 -1.59793
8 H 2.47956 -2.82837 -0.73418
9 H -0.34732 0.54859 -2.12471
10 C -2.14448 2.01577 -0.48486
11 Mg 0.37462 -1.17511 0.79526
12 H -2.28795 1.87409 -1.55249
13 C 1.69678 0.29702 -1.47216
14 C 0.35394 0.97990 -1.39622
15 H 3.58514 -1.42453 -0.92842
16 H 2.45032 0.82559 -0.86790
17 H -2.31758 3.00735 -0.07097
18 C 2.64466 -1.88446 -1.26473
19 Sn -1.38517 -0.44815 2.84003